P:
The following is a DFT calculation (ωB97M-V/def2-TZVPD) of C2H3NO2S2 in the gas phase.

Element x y z (Å)
C (1.149, -0.538, -0.643)
C (0.923, 0.583, -0.023)
N (-1.451, -1.252, -0.200)
O (-0.935, 0.839, 2.069)
O (-1.179, 2.100, 0.044)
S (-0.071, -1.715, -1.045)
S (-0.737, 0.940, 0.645)
H (2.050, -0.669, -1.402)
H (1.643, 1.409, -0.190)
H (-1.394, -1.696, 0.744)

Calculated values
Gap between HOMO and LUMO (alpha / beta) in eV: 7.587 / 7.586

Atom charges from the natural (NBO) analysis, given in e for atoms 1 to 5: C -0.354; C -0.564; N -0.924; O -0.857; O -0.858



Q:
The following is a DFT calculation (ωB97M-V/def2-TZVPD) of C2H3NO2S2 in the gas phase.

Element x y z (Å)
C (-0.705, 0.393, -0.326)
C (1.539, -0.798, -0.417)
N (0.717, 0.285, -0.347)
O (-1.264, 1.451, -0.439)
O (1.161, -1.941, -0.334)
S (-1.583, -1.000, -0.079)
S (-3.611, -0.340, -0.026)
H (2.560, -0.318, -0.341)
H (1.139, 1.174, -0.246)
H (-3.551, 0.809, -0.728)

Calculated values
SMILES string: O=CNC(=O)SS
Gap between HOMO and LUMO in eV: 9.341

Atom charges from the natural (NBO) analysis, given in e for atoms 1 to 5: C 0.437; C 0.544; N -0.654; O -0.587; O -0.551



R:
The following is a DFT calculation (ωB97M-V/def2-TZVPD) of C2H3NO2S2 in the gas phase.

Element x y z (Å)
C (-0.820, -0.305, 0.114)
C (0.395, 0.178, 0.050)
N (1.609, -0.607, 0.016)
O (1.585, -1.827, -0.052)
O (2.634, 0.037, -0.048)
S (-2.406, 0.404, -0.046)
S (0.989, 1.815, -0.068)
H (-0.903, -1.347, 0.106)
H (-2.862, -0.834, -0.054)
H (-0.220, 2.486, -0.017)

Calculated values
Gap between HOMO and LUMO in eV: 8.236

Atom charges from the natural (NBO) analysis, given in e for atoms 1 to 5: C -0.324; C -0.141; N 0.506; O -0.372; O -0.357



Bottom line: Q, by a margin of 90.3 kcal/mol.



P:
The following is a DFT calculation (ωB97M-V/def2-TZVPD) of C3H4ClF in the gas phase.

Element x y z (Å)
C (0.264, -0.981, 1.779)
C (-0.546, -0.279, 0.669)
C (0.064, 0.155, -0.391)
H (-0.178, -2.081, 1.813)
H (0.340, -0.347, 2.678)
H (-1.622, -0.426, 0.492)
H (1.060, 0.047, -0.678)
F (1.573, -1.037, 1.251)
Cl (-0.732, 1.105, -1.642)

Calculated values
SMILES string: FC/C=C/Cl
Gap between HOMO and LUMO in eV: 10.751

Atom charges from the natural (NBO) analysis, given in e for atoms 1 to 5: C 0.026; C -0.289; C -0.157; H 0.190; H 0.198



Q:
The following is a DFT calculation (ωB97M-V/def2-TZVPD) of C3H4ClF in the gas phase.

Element x y z (Å)
C (-0.062, 0.338, 0.726)
C (-0.739, -0.274, -0.324)
C (0.808, -0.285, -0.181)
H (-0.113, 1.504, 0.675)
H (-1.136, 0.344, -1.115)
H (-1.426, -1.298, -0.398)
H (1.323, -1.229, -0.423)
F (-0.269, -0.295, 1.870)
Cl (1.616, 1.193, -0.828)

Calculated values
SMILES string: F[C@@H]1C[C@H]1Cl
Gap between HOMO and LUMO in eV: 11.145

Atom charges from the natural (NBO) analysis, given in e for atoms 1 to 5: C 0.146; C -0.451; C -0.256; H 0.213; H 0.224



R:
The following is a DFT calculation (ωB97M-V/def2-TZVPD) of C3H4ClF in the gas phase.

Element x y z (Å)
C (2.046, -0.746, 0.071)
C (0.857, 0.057, 0.039)
C (-0.227, -0.640, -0.234)
H (1.886, -1.889, 0.166)
H (2.612, -0.160, 0.850)
H (2.876, -0.679, -0.603)
H (-0.213, -1.657, -0.078)
F (1.049, 1.396, -0.053)
Cl (-1.921, -0.012, 0.052)

Calculated values
SMILES string: C/C(F)=C/Cl
Gap between HOMO and LUMO in eV: 10.300

Atom charges from the natural (NBO) analysis, given in e for atoms 1 to 5: C -0.698; C 0.391; C -0.247; H 0.241; H 0.238



Bottom line: P, by a margin of 10.2 kcal/mol.



P:
The following is a DFT calculation (ωB97M-V/def2-TZVPD) of a molecular structure, C52H46BrCsI2N5OPSe.

Element x y z (Å)
Cs (-0.217, 0.027, -0.632)
I (-0.247, 7.967, -4.317)
C (-0.122, 5.927, -3.825)
C (-0.721, 4.987, -4.654)
C (-0.624, 3.651, -4.314)
I (-1.490, 2.195, -5.541)
C (0.048, 3.167, -3.147)
O (0.123, 1.955, -2.819)
C (0.666, 4.199, -2.349)
C (1.463, 3.723, -1.163)
N (0.674, 3.082, -0.101)
C (0.531, 3.844, 1.112)
C (-0.347, 3.138, 2.129)
C (-0.485, 3.676, 3.408)
C (-1.313, 3.043, 4.310)
C (-1.972, 1.887, 3.922)
C (-1.765, 1.403, 2.643)
N (-0.983, 2.031, 1.756)
C (0.571, 5.535, -2.685)
H (-1.252, 5.288, -5.546)
H (2.014, 4.566, -0.734)
H (2.198, 2.996, -1.522)
H (-0.245, 2.821, -0.435)
H (0.115, 4.857, 0.953)
H (1.520, 3.985, 1.562)
H (0.052, 4.579, 3.674)
H (-1.443, 3.441, 5.311)
H (-2.620, 1.353, 4.603)
H (-2.257, 0.503, 2.284)
H (1.053, 6.280, -2.061)
Br (-2.173, -3.022, 0.691)
C (-3.919, -2.454, 1.210)
C (-4.596, -3.254, 2.085)
C (-5.905, -2.886, 2.478)
C (-6.480, -1.760, 1.970)
C (-5.783, -0.930, 1.051)
C (-6.389, 0.222, 0.497)
C (-5.686, 0.991, -0.390)
C (-4.352, 0.661, -0.738)
C (-3.665, -0.436, -0.245)
C (-4.444, -1.242, 0.654)
H (-4.137, -4.156, 2.466)
H (-6.445, -3.513, 3.179)
H (-7.490, -1.484, 2.259)
H (-7.406, 0.475, 0.783)
H (-6.158, 1.870, -0.822)
H (-3.848, 1.331, -1.436)
C (-0.733, -1.225, 5.155)
C (0.284, -0.322, 5.445)
C (1.337, -0.156, 4.560)
C (1.414, -0.905, 3.381)
C (0.381, -1.790, 3.091)
C (-0.684, -1.947, 3.972)
P (2.823, -0.554, 2.239)
C (4.213, -0.758, 3.458)
C (4.225, -1.747, 4.444)
C (5.305, -1.888, 5.301)
C (6.406, -1.043, 5.184)
C (6.412, -0.061, 4.207)
C (5.318, 0.078, 3.356)
C (3.003, -2.058, 1.201)
C (4.189, -2.800, 1.175)
C (4.315, -3.847, 0.269)
C (3.252, -4.136, -0.582)
C (2.082, -3.382, -0.517)
C (1.897, -2.291, 0.355)
H (-1.568, -1.347, 5.836)
H (0.248, 0.267, 6.356)
H (2.119, 0.560, 4.790)
H (0.413, -2.332, 2.152)
H (-1.485, -2.630, 3.713)
H (3.374, -2.413, 4.532)
H (5.295, -2.662, 6.059)
H (7.252, -1.154, 5.852)
H (7.265, 0.600, 4.108)
H (5.318, 0.851, 2.595)
H (5.020, -2.575, 1.837)
H (5.232, -4.426, 0.228)
H (3.345, -4.949, -1.299)
H (1.286, -3.643, -1.218)
C (0.380, -4.506, -3.817)
N (-1.011, -4.557, -3.416)
C (-1.727, -5.687, -3.070)
C (-2.957, -5.276, -2.697)
N (-2.982, -3.905, -2.823)
C (-4.080, -3.013, -2.476)
C (-1.781, -3.448, -3.252)
Se (-1.299, -1.706, -3.482)
H (0.746, -5.527, -3.916)
H (0.969, -3.967, -3.075)
H (0.471, -3.977, -4.765)
H (-1.299, -6.672, -3.114)
H (-3.809, -5.834, -2.355)
H (-4.976, -3.611, -2.320)
H (-4.230, -2.300, -3.285)
H (-3.836, -2.437, -1.586)
C (5.725, 0.753, -5.069)
C (4.657, 0.483, -4.042)
C (4.833, 0.812, -2.707)
C (3.815, 0.538, -1.802)
N (2.666, -0.024, -2.149)
C (2.492, -0.344, -3.430)
C (3.454, -0.112, -4.401)
H (6.537, 1.345, -4.647)
H (5.314, 1.293, -5.923)
H (6.147, -0.183, -5.443)
H (5.751, 1.279, -2.369)
H (3.925, 0.779, -0.748)
H (1.539, -0.795, -3.689)
H (3.256, -0.378, -5.433)

Calculated values
Charge: -2
Gap between HOMO and LUMO in eV: 5.157

Atom charges from the Löwdin analysis, given in e for atoms 1 to 5: Cs 0.725; I 0.717; C -0.768; C -0.267; C -0.642



Q:
The following is a DFT calculation (ωB97M-V/def2-TZVPD) of a molecular structure, C52H46BrCsI2N5OPSe.

Element x y z (Å)
Cs (0.248, 0.062, 0.015)
I (3.634, -6.595, -5.009)
C (2.853, -4.967, -3.928)
C (3.689, -4.229, -3.103)
C (3.149, -3.175, -2.395)
I (4.359, -1.994, -1.158)
C (1.771, -2.799, -2.448)
O (1.308, -1.840, -1.758)
C (0.970, -3.576, -3.348)
C (-0.478, -3.195, -3.557)
N (-1.338, -3.127, -2.381)
C (-1.101, -4.153, -1.388)
C (-1.908, -3.871, -0.147)
C (-2.566, -4.884, 0.542)
C (-3.269, -4.569, 1.694)
C (-3.310, -3.253, 2.120)
C (-2.633, -2.307, 1.362)
N (-1.939, -2.602, 0.266)
C (1.510, -4.638, -4.049)
H (4.740, -4.468, -3.013)
H (-0.912, -3.910, -4.268)
H (-0.527, -2.208, -4.025)
H (-1.236, -2.229, -1.926)
H (-0.040, -4.220, -1.093)
H (-1.381, -5.132, -1.792)
H (-2.522, -5.901, 0.173)
H (-3.782, -5.347, 2.250)
H (-3.819, -2.934, 3.020)
H (-2.652, -1.262, 1.654)
H (0.867, -5.213, -4.708)
Br (2.350, -0.286, 3.072)
C (4.104, 0.277, 2.539)
C (5.153, -0.214, 3.258)
C (6.465, 0.151, 2.882)
C (6.664, 0.969, 1.808)
C (5.571, 1.472, 1.057)
C (5.777, 2.294, -0.076)
C (4.698, 2.743, -0.788)
C (3.386, 2.406, -0.385)
C (3.075, 1.622, 0.715)
C (4.226, 1.146, 1.419)
H (4.983, -0.880, 4.092)
H (7.307, -0.234, 3.445)
H (7.672, 1.238, 1.506)
H (6.792, 2.546, -0.370)
H (4.855, 3.363, -1.667)
H (2.571, 2.801, -0.997)
C (-0.660, 4.534, 5.116)
C (-1.809, 4.884, 4.416)
C (-1.898, 4.632, 3.052)
C (-0.839, 4.033, 2.377)
C (0.295, 3.645, 3.092)
C (0.386, 3.904, 4.453)
P (-0.758, 3.808, 0.559)
C (0.138, 5.393, 0.171)
C (0.088, 6.557, 0.938)
C (0.792, 7.693, 0.565)
C (1.564, 7.689, -0.589)
C (1.634, 6.536, -1.357)
C (0.933, 5.400, -0.974)
C (-2.431, 4.214, -0.050)
C (-2.753, 5.411, -0.688)
C (-3.999, 5.601, -1.269)
C (-4.932, 4.572, -1.214)
C (-4.628, 3.381, -0.578)
C (-3.382, 3.170, 0.027)
H (-0.590, 4.730, 6.179)
H (-2.636, 5.356, 4.933)
H (-2.792, 4.903, 2.501)
H (1.111, 3.150, 2.568)
H (1.274, 3.605, 4.998)
H (-0.506, 6.579, 1.843)
H (0.742, 8.584, 1.180)
H (2.120, 8.573, -0.879)
H (2.251, 6.519, -2.248)
H (1.012, 4.492, -1.559)
H (-2.017, 6.205, -0.740)
H (-4.237, 6.534, -1.765)
H (-5.906, 4.700, -1.674)
H (-5.358, 2.582, -0.537)
C (-4.599, 0.861, 4.350)
N (-3.258, 0.333, 4.483)
C (-2.135, 1.118, 4.329)
C (-1.087, 0.285, 4.366)
N (-1.614, -0.987, 4.522)
C (-0.798, -2.180, 4.540)
C (-2.976, -0.995, 4.587)
Se (-2.950, 1.572, 0.932)
H (-4.683, 1.798, 4.903)
H (-5.297, 0.134, 4.758)
H (-4.818, 1.052, 3.297)
H (-2.182, 2.179, 4.169)
H (-0.033, 0.478, 4.272)
H (0.003, -2.083, 5.275)
H (-0.350, -2.364, 3.562)
H (-1.434, -3.023, 4.799)
C (2.326, 4.220, -4.588)
C (1.424, 3.122, -4.098)
C (1.898, 1.839, -3.873)
C (1.034, 0.867, -3.384)
N (-0.247, 1.103, -3.106)
C (-0.702, 2.339, -3.315)
C (0.082, 3.364, -3.815)
H (3.328, 3.844, -4.787)
H (2.405, 5.010, -3.837)
H (1.936, 4.671, -5.502)
H (2.939, 1.592, -4.039)
H (1.389, -0.132, -3.150)
H (-1.739, 2.518, -3.049)
H (-0.345, 4.352, -3.947)

Calculated values
Charge: -2
Gap between HOMO and LUMO in eV: 5.345

Atom charges from the Löwdin analysis, given in e for atoms 1 to 5: Cs 0.680; I 0.722; C -0.761; C -0.262; C -0.633



Bottom line: Q, by a margin of 43.6 kcal/mol.